{
  "formula": "C48H40As2N3NiS",
  "method": "wB97M-V/def2-TZVPD",
  "energy_ha": -8394.9499,
  "homo_ev": [-10.1, -10.0],
  "homo_lumo_gap_ev": [6.57, 5.92],
  "charge": 1,
  "s2": 2.026,
  "multiplicity": 3,
  "e_above_lowest_ev": 4.047,
  "species": ["Ni", "C", "C", "As", "C", "C", "C", "C", "C", "C", "C", "C", "C", "C", "C", "C", "As", "C", "C", "C", "C", "C", "C", "C", "C", "C", "C", "C", "C", "H", "H", "H", "H", "H", "H", "H", "H", "H", "H", "H", "H", "H", "H", "H", "H", "H", "H", "H", "H", "H", "H", "H", "H", "N", "C", "C", "C", "C", "C", "C", "S", "N", "C", "C", "C", "C", "C", "C", "N", "H", "H", "H", "H", "H", "H", "H", "H", "H", "C", "C", "C", "C", "C", "C", "C", "C", "C", "C", "H", "H", "H", "H", "H", "H", "H"],
  "xyz": [[-0.1707, 0.4171, -0.2341], [-3.0438, -0.8796, -1.1501], [-2.4216, -0.4959, -2.4707], [-0.8761, 0.7718, -2.2890], [-1.6865, 2.5429, -2.4219], [-0.8672, 3.6611, -2.3379], [-1.4313, 4.9633, -2.2579], [-2.8237, 5.1335, -2.3132], [-3.6389, 3.9813, -2.4343], [-3.0806, 2.7012, -2.4852], [0.0016, 0.5984, -4.0303], [-0.0180, 1.6779, -4.9447], [0.6139, 1.5666, -6.1855], [1.2415, 0.3514, -6.5685], [1.2070, -0.7271, -5.6870], [0.5900, -0.6019, -4.4283], [-1.6361, -1.1448, 0.2486], [-0.9312, -2.8110, -0.5328], [-1.5108, -4.0753, -0.3846], [-0.9445, -5.1894, -1.0298], [0.2162, -5.0638, -1.7884], [0.8293, -3.7998, -1.8731], [0.2606, -2.6805, -1.2640], [-2.6891, -1.7521, 1.7937], [-2.1751, -2.7851, 2.5894], [-2.9423, -3.3067, 3.6314], [-4.2440, -2.8293, 3.8895], [-4.7548, -1.7925, 3.0698], [-3.9626, -1.2324, 2.0437], [-3.6132, -1.8141, -1.1814], [-3.6612, -0.0620, -0.7296], [-3.0848, 0.0222, -3.1672], [-1.9549, -1.3705, -2.9673], [0.2271, 3.5330, -2.3788], [-0.7306, 5.7957, -2.1889], [-3.2891, 6.1280, -2.2799], [-4.7198, 4.0921, -2.4649], [-3.7447, 1.8437, -2.6364], [-0.5318, 2.6031, -4.6925], [0.6114, 2.4242, -6.8299], [1.7169, 0.2429, -7.5386], [1.6392, -1.6988, -5.9552], [0.6027, -1.4280, -3.7216], [-2.4289, -4.1591, 0.2024], [-1.4217, -6.1566, -0.9249], [0.6640, -5.9287, -2.3016], [1.7217, -3.6156, -2.4835], [0.7557, -1.6917, -1.3383], [-1.1704, -3.1926, 2.3921], [-2.5108, -4.0945, 4.2472], [-4.8431, -3.2334, 4.6972], [-5.7625, -1.4102, 3.2016], [-4.3175, -0.3765, 1.4713], [1.8296, -1.0762, 1.3497], [2.9132, -1.6683, 0.6699], [3.4192, -2.7800, 1.4228], [4.4318, -3.5450, 0.9119], [5.0119, -3.2029, -0.3433], [4.4949, -2.1122, -1.0375], [3.3620, -1.3366, -0.6320], [2.8150, -0.2471, -1.7945], [1.4004, 1.0345, 0.3317], [1.3223, 0.2141, 1.3670], [0.5817, 2.3037, 2.2816], [0.4290, 3.3645, 3.2924], [-0.3234, 4.5087, 3.0274], [-1.1273, 4.5888, 1.8416], [-1.1337, 3.5856, 0.9244], [-0.1970, 2.5587, 0.9325], [1.5314, -1.6493, 2.1376], [2.9852, -2.9722, 2.4107], [4.7776, -4.3911, 1.5129], [5.8638, -3.7726, -0.7309], [4.9275, -1.8157, -1.9976], [0.9159, 3.1788, 4.2728], [-0.3505, 5.3276, 3.7454], [-1.8118, 5.4417, 1.7197], [-1.9151, 3.4692, 0.1802], [1.6690, -0.5869, 5.0969], [0.3560, -0.6083, 4.5390], [0.0420, 0.1777, 3.4949], [1.0475, 0.8909, 2.6754], [1.2490, 2.4032, 0.9212], [2.4458, 3.2427, 0.8361], [3.4571, 2.5778, 1.6254], [3.4157, 1.7819, 2.7937], [2.3882, 1.0477, 3.3921], [2.6359, 0.2333, 4.5550], [1.9046, -1.2351, 5.9509], [-0.4202, -1.2238, 5.0073], [-0.9930, 0.2790, 3.2030], [2.8519, 3.6796, -0.0759], [4.5175, 2.7032, 1.2929], [4.3763, 1.6662, 3.3243], [3.6379, 0.3124, 4.9851]],
  "forces_ev_per_angstrom": [[-1.10, 0.09, 0.32], [-0.19, 0.43, 0.99], [0.91, 0.17, -0.57], [-0.66, 0.06, -1.79], [-0.51, -0.26, -0.01], [-0.17, 0.87, 0.01], [0.16, -0.86, -0.37], [0.16, -0.77, 0.03], [0.48, 0.44, 0.18], [0.07, 0.38, -0.09], [-0.30, 0.49, -0.84], [0.27, -0.55, 0.08], [0.27, -1.14, 0.45], [-0.62, 0.57, 0.66], [-0.24, -0.12, 0.35], [0.27, 0.27, -0.01], [-1.93, -1.85, -0.29], [0.61, -0.02, 0.42], [-0.01, 0.21, -0.37], [-0.16, 0.34, 0.27], [0.41, 0.54, 0.01], [-0.12, 0.18, -0.46], [-0.15, -0.09, 0.26], [0.16, -0.19, -0.27], [-0.08, 0.09, 0.04], [-0.34, 0.20, 0.19], [0.45, 0.77, -1.18], [0.78, -0.26, -0.01], [0.05, -0.49, 0.63], [-0.06, 0.27, -0.14], [0.03, -0.41, -0.40], [-0.19, -0.51, 0.04], [-0.40, 0.42, 0.14], [-0.56, 0.17, 0.25], [-0.40, -0.04, -0.01], [0.33, -0.51, 0.03], [0.17, 0.00, -0.09], [0.27, 0.34, 0.26], [0.17, -0.17, -0.06], [0.03, 0.15, -0.35], [-0.06, 0.12, 0.15], [-0.11, 0.50, 0.03], [0.01, -0.07, -0.24], [0.29, -0.22, -0.19], [0.01, 0.05, -0.02], [-0.32, 0.49, 0.34], [-0.22, -0.41, 0.31], [-0.30, -0.77, -0.05], [-0.58, 0.19, 0.09], [-0.19, 0.13, -0.08], [0.08, -0.02, -0.12], [0.15, -0.07, 0.18], [-0.15, -0.31, 0.06], [-0.74, 0.38, 0.28], [-1.12, -0.49, 0.58], [-0.14, 1.05, -0.90], [0.44, -0.17, -0.32], [-0.55, 0.39, 0.31], [0.66, -0.59, -0.15], [1.51, -1.31, 1.15], [-0.59, 0.50, -0.28], [3.71, 2.37, 2.42], [1.49, -0.53, -1.15], [0.58, -0.33, -1.02], [-0.47, 1.13, -0.44], [1.70, -1.77, 0.43], [-0.37, -0.03, -0.86], [0.35, 1.35, 0.55], [-0.55, -1.46, 0.86], [0.02, 0.47, -0.12], [0.23, -0.01, -0.41], [0.09, 0.26, -0.41], [-0.45, 0.30, 0.10], [-0.02, -0.23, 0.35], [-0.44, 0.31, -0.76], [-0.09, -0.36, -0.05], [0.15, -0.65, 0.16], [0.12, 0.17, 0.02], [2.37, 0.46, -0.25], [-1.26, 0.17, -0.43], [-0.45, -1.18, 0.54], [-1.28, 0.59, 1.68], [-1.61, 0.93, 0.12], [3.56, -3.19, 1.15], [-0.51, 3.01, -2.80], [-1.14, -1.93, 2.27], [1.17, 0.81, -1.66], [-0.62, -0.82, 0.94], [-0.06, 0.43, -0.36], [0.24, 0.42, -0.04], [-0.11, -0.11, -0.26], [-0.53, 0.25, 0.13], [-1.01, 0.51, 0.28], [-0.43, 0.19, -0.40], [-0.37, -0.17, 0.00]],
  "lowdin_charge": [0.016, -0.390, -0.380, 1.274, -0.397, -0.147, -0.072, -0.066, -0.071, -0.100, -0.356, -0.094, -0.062, -0.064, -0.076, -0.143, 1.279, -0.348, -0.092, -0.071, -0.065, -0.071, -0.160, -0.379, -0.143, -0.079, -0.057, -0.060, -0.102, 0.082, 0.062, 0.062, 0.077, 0.117, 0.109, 0.111, 0.106, 0.092, 0.088, 0.098, 0.105, 0.111, 0.069, 0.106, 0.106, 0.116, 0.111, 0.010, 0.107, 0.107, 0.105, 0.104, 0.096, 0.150, -0.206, -0.025, -0.067, -0.060, -0.129, -0.644, 0.834, -0.004, -0.302, -0.183, 0.032, -0.045, -0.060, -0.089, 0.090, 0.133, 0.119, 0.115, 0.111, 0.092, 0.135, 0.108, 0.115, 0.097, -0.052, -0.078, -0.015, -0.272, -0.368, 0.071, -0.038, -0.017, -0.122, -0.021, 0.116, 0.115, 0.115, 0.102, 0.122, 0.123, 0.120]
}